34
Properties=species:S:1:pos:R:3:forces:R:3 method="wB97M-V/def2-TZVPD" orbital_gap_ev=8.0 de_lowest_kj_mol=516.94 energy_ev=-15743.830 fmax_ev_per_a=6.89 smiles="CCC1=C(C(C)C)N(C)[C@@H]2C[C@H]12.C#N" charge=0 lumo_energy_ha=0.032
C -0.449118 0.051793 3.381804 0.7057 0.9614 1.1558
C 0.395363 0.453452 2.140459 -1.3448 0.7314 -0.8992
C -0.289490 0.041626 0.834678 0.2715 -0.0728 -0.0568
C 0.104629 0.040263 -0.464621 -0.3003 0.9448 -0.3513
C 1.417918 0.344434 -1.152015 0.9496 2.3927 4.2727
C 1.625742 1.886477 -1.446416 -3.3306 -0.6141 2.7450
C 2.631209 -0.019863 -0.220181 1.3427 -0.3695 -6.7433
N -0.999719 -0.074619 -1.343793 1.5398 -0.9924 -0.6663
C -0.743215 -0.741703 -2.696594 -1.8248 0.3061 2.2208
C -2.195085 -0.269519 -0.543088 2.7980 0.9046 -0.5432
C -2.569171 0.917397 0.274285 -1.2590 0.0409 -1.1122
C -1.762779 -0.208879 0.863800 1.0383 0.9338 0.8347
H 0.018163 0.484025 4.341278 -0.4591 -1.0495 -1.3538
H -0.767926 -1.047135 3.527333 0.9178 1.7120 -0.5068
H -1.306304 0.654888 3.244580 -1.5618 0.2554 0.3927
H 1.256797 -0.048720 2.300426 3.1637 -1.8186 -0.1289
H 0.782784 1.527445 2.038018 -1.2222 -1.0288 0.7659
H 1.403205 -0.083592 -2.090391 0.5586 -1.3852 -1.6146
H 0.862810 2.122070 -2.184111 -0.1878 0.8325 0.2657
H 2.519896 1.931135 -1.895907 3.4268 0.4644 -1.7385
H 1.680232 2.575934 -0.496339 -0.5800 -1.3974 -1.8474
H 3.628145 0.005550 -0.901595 -2.1625 -0.0947 1.7643
H 2.552160 -0.919486 0.232013 -0.2619 -3.4175 0.9031
H 2.736641 0.596280 0.548973 0.4069 3.3643 2.9447
H -0.169499 -1.696847 -2.683920 -1.1099 0.4066 0.0076
H -1.686345 -0.609219 -3.246748 0.0694 -1.1955 0.2154
H -0.188728 -0.032478 -3.189839 1.7499 1.4950 -1.3269
H -2.751359 -0.982713 -0.993626 -2.6257 -1.8654 -0.8150
H -3.646108 0.890283 0.432144 0.2282 0.5493 0.3991
H -2.092590 1.828806 -0.119383 -0.3204 -0.3322 0.7377
H -2.122835 -0.718328 1.730860 -0.6687 -0.4592 0.0752
C 0.038425 -2.914701 -0.048062 0.1511 -0.4889 -0.3250
N 0.629431 -3.203418 -0.979248 0.4428 -0.0920 -0.5191
H -0.543279 -2.780637 0.805229 -0.5412 0.3782 0.8479



11
Properties=species:S:1:pos:R:3:forces:R:3 method="wB97M-V/def2-TZVPD" orbital_gap_ev=9.0 de_lowest_kj_mol=245.21 energy_ev=-86114.191 fmax_ev_per_a=3.15 smiles=C#CC.OSBr charge=0 lumo_energy_ha=0.002
C 0.540617 1.383564 -0.613638 -0.3050 -1.5032 1.4420
C 0.383499 0.465570 0.139154 -0.2499 -0.6624 -0.4298
C 0.187355 -0.805090 0.819994 0.9150 1.6727 2.5106
H 1.034941 2.066382 -1.169911 0.7183 2.0335 -1.4883
H 0.313391 -0.669926 1.944159 -0.1619 -0.2562 -1.3529
H -0.750952 -1.205253 0.643893 -2.0781 -0.5803 -0.2943
H 0.882578 -1.526275 0.495076 1.0910 -0.6952 -0.3590
O 3.045014 -1.187990 -0.491115 -0.9137 -0.7583 -1.9940
S 4.674483 -1.331257 -0.504673 -0.1113 -0.7511 -0.1727
Br 5.004487 0.539086 0.403561 0.8151 1.3866 0.5973
H 2.754028 -1.086318 -1.443832 0.2804 0.1140 1.5411